1.
A structure of composition C7H10O3 at a distorted geometry, computed with ωB97M-V/def2-TZVPD.

- DFT total energy (hartree) = -498.1787
- Kohn-Sham gap (Ha) = 0.351
- energy above the lowest of the compared OMol25 structures with the same formula, charge and spin (kJ/mol) = 693.0

Atoms and positions in Å:
H (-2.1810, 0.5326, 1.7257)
C (-0.5650, -2.0751, 0.4502)
H (-1.1787, 2.3208, -0.4876)
C (0.2572, 0.5157, 0.0993)
H (1.7007, -0.3964, -1.1915)
O (-2.8309, 0.0036, -0.3132)
C (-0.7596, -0.6244, 0.1454)
O (3.0806, 0.6199, 0.2657)
H (-1.5342, -2.5871, 0.5235)
H (-1.5487, -0.1954, -2.0969)
O (1.0051, 0.9014, 1.2164)
C (-1.8477, 0.3559, 0.6982)
C (-1.5625, 0.0269, -1.0248)
H (2.2502, 0.8386, 1.3204)
C (1.5352, 0.5467, -0.6501)
H (-0.0339, -2.1962, 1.4042)
C (-1.0166, 1.2629, -0.2555)
H (0.0262, -2.5584, -0.3396)
H (3.6101, 1.2882, -0.1758)
H (1.5935, 1.4199, -1.3142)

2.
A structure of composition C37H45N6O2Y at a distorted geometry, computed with ωB97M-V/def2-TZVPD.

- DFT total energy (hartree) = -1954.2648
- Kohn-Sham gap (Ha) = 0.238

Atoms and positions in Å:
C (6.8998, 11.8976, 7.8406)
H (4.0487, 12.4477, 12.6050)
N (9.6426, 9.0860, 10.6847)
C (7.1189, 12.9949, 5.6661)
H (13.1280, 11.3877, 12.0477)
C (8.3369, 11.9571, 7.9798)
H (4.0836, 10.7606, 16.6667)
Y (7.4873, 9.9084, 10.7990)
C (12.4438, 11.4281, 11.1724)
N (11.0232, 10.6114, 12.9066)
N (8.8956, 11.2399, 9.0473)
N (7.2709, 7.7168, 9.2798)
H (11.5078, 9.6632, 10.1435)
C (8.3521, 13.8294, 12.4428)
C (10.3511, 14.9842, 11.7706)
H (8.0700, 6.7634, 11.7430)
C (12.5446, 11.4137, 8.6612)
C (9.0328, 12.7944, 7.0912)
C (5.0416, 10.5489, 12.8453)
H (12.7499, 9.4074, 12.8506)
H (10.0686, 13.1119, 7.3453)
H (4.2433, 10.5715, 9.4882)
H (3.2909, 12.5550, 15.0428)
C (10.1757, 7.7885, 10.3649)
H (5.2507, 7.7182, 9.8266)
C (5.3516, 9.5352, 13.7706)
H (8.6370, 16.0035, 12.5504)
H (12.5854, 11.6800, 13.8389)
C (7.0494, 8.4052, 8.0213)
H (10.9273, 15.8788, 11.4912)
H (11.9408, 13.8410, 11.1354)
C (4.2475, 11.6568, 13.3222)
C (10.2295, 12.5184, 11.5749)
C (9.7579, 7.2548, 9.0032)
H (10.3626, 6.3788, 8.7849)
H (11.4047, 10.9231, 14.8609)
C (10.5704, 10.1276, 10.3736)
C (10.1392, 11.0277, 9.2266)
H (8.1923, 6.0037, 9.8982)
C (4.8062, 11.0354, 8.6432)
H (7.9475, 8.9089, 7.8174)
H (5.7614, 6.3453, 8.7067)
H (4.1330, 11.8576, 8.3582)
C (10.9174, 13.7601, 11.4977)
H (7.3543, 13.7462, 12.8725)
H (11.2436, 8.6744, 12.2470)
C (4.2139, 10.7280, 15.6166)
H (5.9762, 7.5300, 14.1122)
C (6.3576, 12.3658, 6.6621)
H (14.1789, 11.5358, 10.0534)
C (11.2478, 11.3753, 8.3279)
H (9.8416, 6.9942, 11.0840)
C (6.0180, 6.9287, 9.6126)
C (6.0517, 12.7746, 9.8270)
H (6.7735, 7.6253, 7.2674)
C (8.8524, 12.5938, 11.9945)
C (11.5350, 11.5096, 13.9598)
H (9.0056, 13.8754, 5.2380)
C (8.4347, 13.3034, 5.9615)
C (6.0101, 8.3429, 13.3989)
O (5.4440, 10.4541, 11.6012)
H (6.2540, 9.1102, 8.1105)
H (13.2440, 11.5374, 7.8286)
C (6.2030, 6.0462, 10.8486)
H (5.1258, 8.7479, 15.7473)
N (6.1532, 11.5100, 9.0069)
H (7.0374, 13.0765, 10.2447)
C (3.8719, 11.7026, 14.6885)
C (11.6682, 9.3188, 12.9869)
H (5.1763, 5.9319, 11.2684)
H (5.4286, 12.5344, 10.7043)
C (11.0260, 11.2282, 11.5145)
H (11.5760, 9.0004, 14.0487)
H (11.0172, 11.4031, 7.2571)
H (9.9701, 7.9583, 8.1779)
H (5.2793, 12.2424, 6.4805)
N (6.5524, 8.1107, 12.2791)
C (9.0424, 15.0228, 12.3057)
H (8.1304, 6.1666, 8.1351)
H (6.7044, 13.2728, 4.7177)
C (8.3373, 6.7054, 9.0572)
C (13.0992, 11.4906, 9.9783)
H (11.2954, 7.7040, 10.4400)
H (10.9811, 12.4585, 13.8733)
H (5.6518, 13.5455, 9.1853)
C (7.0402, 6.7400, 11.9583)
H (6.6199, 5.0861, 10.5930)
C (4.8811, 9.6117, 15.1170)
O (8.1353, 11.5073, 11.9931)
H (4.8154, 10.2824, 7.8323)
H (6.9362, 6.1004, 12.8932)